# C23H44Cl3ErN4O3SSi

C23H44Cl3ErN4O3SSi as an isolated structure in a non-equilibrium geometry (the ωB97M-V functional and the def2-TZVPD basis, the Open Molecules 2025 dataset).

## Properties
gap between HOMO and LUMO (alpha / beta) = 7.655 / 7.682 eV
E_LUMO (alpha / beta) = 0.275 / 0.278 eV
spin multiplicity = 4
⟨S²⟩ = 3.75
charge = 0
E_tot = -120575.098 eV

Last column: Mulliken charge in e.
CARTESIAN COORDINATES (ANGSTROEM)
C (-2.047, -2.373, -4.806)  -1.90
C (-1.318, -2.652, -3.537)  0.78
H (-2.375, -3.318, -5.234)  0.55
H (-1.438, -1.869, -5.563)  0.18
H (-2.935, -1.769, -4.616)  0.32
C (-0.524, -3.737, -3.423)  0.36
C (-0.295, -4.644, -4.574)  -1.52
H (-0.122, -4.077, -2.475)  0.39
H (0.261, -4.164, -5.413)  0.26
H (-1.257, -4.988, -5.006)  0.33
H (0.267, -5.536, -4.246)  0.38
Er (0.791, 1.909, 1.385)  0.60
Cl (-1.702, 2.796, 1.296)  -0.49
Cl (1.715, 3.859, 0.098)  -0.62
H (1.646, 6.173, 4.111)  0.32
H (-1.385, 6.702, 3.673)  0.32
C (1.431, 5.886, 3.079)  -0.96
C (-1.039, 6.259, 2.711)  -0.88
N (0.081, 5.348, 2.957)  0.34
H (2.161, 5.162, 2.739)  0.31
C (-0.159, 4.090, 3.257)  -0.56
O (0.753, 3.191, 3.279)  -0.48
H (-1.851, 5.663, 2.250)  0.33
H (-1.223, 3.840, 3.439)  0.82
H (1.497, 6.760, 2.441)  0.31
H (-0.693, 7.042, 2.017)  0.30
H (2.211, -0.592, -2.459)  0.00
H (2.748, -3.156, -1.505)  0.37
C (3.135, -0.489, -1.887)  -0.89
C (3.385, -2.662, -0.752)  -0.98
N (3.016, -1.245, -0.642)  0.20
H (3.355, 0.552, -1.666)  0.45
C (2.666, -0.701, 0.532)  0.27
O (2.611, 0.539, 0.754)  -0.65
H (3.265, -3.157, 0.222)  0.36
H (2.376, -1.420, 1.333)  0.30
H (3.921, -0.959, -2.477)  0.31
H (4.430, -2.716, -1.097)  0.35
O (-0.707, -0.505, -2.796)  0.17
C (-1.509, -1.644, -2.417)  -0.47
C (0.055, -2.562, -0.653)  0.92
C (-1.234, -2.205, -1.039)  0.27
H (0.869, -2.218, -1.295)  0.18
C (0.260, -3.356, 0.485)  -0.90
H (-2.549, -1.320, -2.389)  0.56
C (-2.315, -2.433, -0.183)  -0.56
H (1.258, -3.750, 0.702)  0.22
C (-0.844, -3.679, 1.287)  -0.74
C (-2.119, -3.170, 0.992)  -0.86
H (-3.275, -1.994, -0.472)  0.40
H (-0.685, -4.317, 2.168)  0.37
H (-2.959, -3.336, 1.674)  0.39
Si (-0.828, 0.868, -3.566)  0.33
Cl (-0.106, 0.261, -0.025)  0.17
C (0.917, 1.536, -3.576)  -0.53
C (-1.470, 2.295, -2.487)  -1.05
C (-1.959, 0.835, -4.982)  -1.29
H (1.596, 1.004, -2.891)  -0.32
H (0.937, 2.578, -3.204)  0.37
H (1.306, 1.524, -4.607)  0.40
H (-1.587, 0.287, -5.856)  0.38
H (-2.040, 1.891, -5.240)  0.48
H (-2.971, 0.508, -4.683)  0.32
H (-2.267, 2.032, -1.783)  0.23
H (-1.834, 3.015, -3.246)  0.41
H (-0.686, 2.786, -1.895)  0.15
C (1.018, 0.992, 5.589)  -0.97
N (1.009, 0.033, 4.480)  -0.17
C (-0.160, -0.434, 3.988)  0.27
S (-0.448, -0.726, 2.346)  -0.09
N (-1.199, -0.685, 4.822)  -0.30
C (-0.939, -1.483, 6.019)  -1.03
H (0.083, 0.881, 6.142)  0.45
H (1.099, 2.010, 5.194)  0.09
H (1.868, 0.759, 6.235)  0.31
H (1.745, 0.144, 3.775)  0.31
H (-2.018, -0.986, 4.286)  0.30
H (-1.763, -1.274, 6.699)  0.31
H (-0.917, -2.548, 5.769)  0.29
H (0.011, -1.161, 6.440)  0.39